Here is a molecular structure, C71H66CsN3O3P2S6Si from the OMol25 dataset. Energies are from ωB97M-V/def2-TZVPD.

As for the frontier orbital gap: 4.0 eV. The multiplicity is 1. The LUMO energy comes out at 3.15 eV. The net charge is -2. For the electronic energy, the calculation gives -177331.2794 eV.

Each line ends with the Löwdin charge.
Positions of all 153 atoms, in Å:
Cs -0.155 -0.494 0.097  0.951
O -1.690 0.239 2.257  -0.713
S -1.501 1.716 2.083  0.828
C -1.819 2.341 3.753  -0.259
C -2.750 3.340 3.935  -0.057
C -3.200 3.753 5.205  -0.014
C -2.737 3.078 6.296  -0.162
C -3.089 3.193 7.760  -0.110
C -2.220 2.116 8.460  -0.111
C -1.401 1.502 7.351  -0.165
C -0.445 0.530 7.366  -0.019
C 0.220 0.233 6.160  -0.078
C -0.071 0.824 4.942  -0.268
P 1.120 0.628 3.544  1.110
C 2.045 -0.851 4.066  -0.380
C 3.333 -0.854 4.586  -0.093
C 3.948 -2.056 4.918  -0.102
C 3.281 -3.257 4.735  -0.085
C 1.997 -3.265 4.202  -0.071
C 1.390 -2.068 3.860  -0.094
C 2.264 2.007 3.942  -0.353
C 2.618 2.419 5.226  -0.091
C 3.536 3.442 5.412  -0.095
C 4.124 4.057 4.315  -0.097
C 3.778 3.661 3.032  -0.079
C 2.839 2.654 2.847  -0.087
C -1.183 1.728 4.876  -0.119
C -1.752 2.086 6.120  -0.084
C -3.020 2.244 1.278  -0.372
C -4.124 1.521 1.670  -0.072
C -5.422 1.823 1.234  -0.005
C -5.579 2.903 0.411  -0.154
C -6.818 3.476 -0.231  -0.103
C -6.313 4.697 -1.043  -0.106
C -4.817 4.691 -0.854  -0.158
C -3.840 5.493 -1.363  -0.012
C -2.499 5.150 -1.092  -0.062
C -2.103 4.081 -0.310  -0.297
P -0.328 3.574 -0.424  1.102
C -0.006 3.924 -2.189  -0.404
C 0.447 5.132 -2.719  -0.145
C 0.641 5.265 -4.087  -0.115
C 0.380 4.197 -4.935  -0.105
C -0.066 2.991 -4.414  -0.077
C -0.252 2.852 -3.045  -0.130
C 0.490 4.940 0.471  -0.366
C -0.134 5.620 1.518  -0.088
C 0.553 6.572 2.260  -0.095
C 1.870 6.880 1.954  -0.110
C 2.502 6.210 0.915  -0.106
C 1.829 5.234 0.194  -0.115
C -3.117 3.312 0.346  -0.195
C -4.451 3.631 -0.003  -0.099
H -3.210 3.795 3.067  0.105
H -3.943 4.539 5.277  0.111
H -4.154 3.016 7.918  0.112
H -2.875 4.194 8.138  0.112
H -2.837 1.364 8.956  0.112
H -1.577 2.553 9.227  0.111
H -0.143 0.022 8.276  0.109
H 1.044 -0.468 6.204  0.100
H 3.872 0.078 4.719  0.099
H 4.962 -2.048 5.301  0.097
H 3.772 -4.195 4.968  0.100
H 1.495 -4.203 3.994  0.105
H 0.406 -2.077 3.399  0.104
H 2.169 1.937 6.087  0.098
H 3.799 3.757 6.416  0.094
H 4.846 4.853 4.461  0.095
H 4.220 4.137 2.168  0.099
H 2.558 2.360 1.842  0.092
H -3.957 0.675 2.330  0.115
H -6.255 1.203 1.543  0.114
H -7.564 3.756 0.516  0.110
H -7.279 2.731 -0.882  0.119
H -6.756 5.631 -0.691  0.109
H -6.566 4.602 -2.101  0.116
H -4.054 6.327 -2.021  0.108
H -1.735 5.726 -1.596  0.095
H 0.657 5.972 -2.064  0.097
H 1.008 6.204 -4.489  0.092
H 0.544 4.302 -6.002  0.093
H -0.251 2.127 -5.043  0.103
H -0.586 1.893 -2.664  0.014
H -1.171 5.408 1.752  0.094
H 0.048 7.077 3.076  0.095
H 2.403 7.632 2.524  0.092
H 3.534 6.433 0.668  0.101
H 2.352 4.701 -0.593  0.060
C 4.346 -2.613 -1.291  -0.163
Si 3.810 -1.865 0.363  0.365
C 5.300 -2.165 1.542  -0.176
C 3.731 0.021 0.170  -0.159
N 2.291 -2.432 0.825  -0.083
C 1.935 -3.703 1.046  -0.354
C 2.834 -4.776 1.316  -0.068
C 2.440 -6.080 1.560  -0.143
C 1.101 -6.441 1.535  -0.141
C 0.170 -5.443 1.244  -0.052
C 0.564 -4.136 1.043  -0.203
O -0.375 -3.173 0.665  -0.178
C -1.651 -3.123 1.141  -0.332
C -2.602 -2.519 0.317  -0.069
C -3.893 -2.341 0.786  -0.071
C -4.243 -2.767 2.063  -0.109
C -3.285 -3.359 2.874  -0.091
C -1.983 -3.541 2.427  -0.026
H 5.267 -2.124 -1.660  0.006
H 3.553 -2.481 -2.021  0.017
H 4.545 -3.687 -1.206  0.024
H 6.230 -2.074 0.966  0.011
H 5.296 -3.143 2.027  0.002
H 5.325 -1.412 2.336  0.003
H 4.179 0.359 -0.767  -0.006
H 4.232 0.526 1.004  0.021
H 2.700 0.377 0.156  -0.028
H 3.894 -4.550 1.337  0.074
H 3.202 -6.828 1.764  0.085
H 0.780 -7.462 1.702  0.076
H -0.884 -5.682 1.163  0.113
H -2.357 -2.150 -0.674  0.082
H -4.601 -1.837 0.139  0.108
H -5.253 -2.627 2.432  0.090
H -3.548 -3.676 3.878  0.094
H -1.232 -3.989 3.063  0.110
O -4.698 -2.094 -5.950  -0.144
C -3.931 -1.605 -5.137  -1.081
S -2.183 -1.813 -5.150  0.880
C -1.771 -0.844 -3.721  -1.193
C -2.823 -0.270 -3.075  -1.185
S -2.907 0.780 -1.667  0.415
S -4.419 -0.595 -3.776  0.869
S -0.041 -0.804 -3.398  0.336
C 6.928 0.382 -1.883  -0.085
C 6.175 0.343 -3.203  -0.257
N 5.423 1.561 -3.468  -0.020
C 4.069 1.689 -3.315  -0.881
S 3.337 3.092 -2.784  0.658
N 3.286 0.685 -3.781  0.004
C 3.552 -0.022 -5.032  -0.245
C 3.223 -1.500 -4.988  -0.097
H 7.407 -0.582 -1.696  0.072
H 6.264 0.597 -1.045  0.061
H 7.710 1.147 -1.906  0.070
H 5.469 -0.487 -3.232  0.087
H 6.890 0.185 -4.018  0.109
H 5.883 2.397 -3.140  0.095
H 2.297 0.844 -3.610  0.065
H 4.587 0.160 -5.311  0.099
H 2.928 0.454 -5.798  0.119
H 3.893 -2.051 -4.325  0.053
H 3.302 -1.916 -5.994  0.069
H 2.192 -1.650 -4.636  0.006

=====

Here is a molecular structure, C71H67N7O4PRu from the OMol25 dataset. Energies are from ωB97M-V/def2-TZVPD.

As for the frontier orbital gap (alpha / beta): 6.7 / 6.7 eV. The multiplicity is 1. The LUMO energy (alpha / beta) comes out at -2.99 / -3.08 eV. The net charge is +1. For the electronic energy, the calculation gives -105202.8183 eV.

Each line ends with the Löwdin charge.
Positions of all 151 atoms, in Å:
Ru 0.027 -0.851 -0.001  1.057
C 3.848 1.938 3.372  -0.053
C 3.491 1.192 2.085  -0.372
C 4.223 -0.148 2.008  -0.039
C 3.751 2.035 0.856  -0.149
C 5.016 2.562 0.637  -0.025
C 5.260 3.403 -0.431  -0.050
C 4.218 3.754 -1.271  -0.029
C 2.934 3.249 -1.102  -0.128
C 1.850 3.735 -2.061  -0.350
C 1.561 5.232 -1.887  -0.039
C 2.232 3.496 -3.523  -0.052
C 2.725 2.349 -0.040  -0.152
N 1.430 1.731 0.109  0.189
C 0.485 2.491 0.452  -0.175
C -0.974 2.074 0.309  -0.132
N -1.386 0.867 0.138  0.053
C -2.792 0.782 -0.182  -0.191
C -3.115 0.859 -1.549  -0.141
C -4.460 0.906 -1.906  -0.031
C -5.453 0.879 -0.944  -0.064
C -5.104 0.781 0.392  -0.048
C -3.777 0.725 0.816  -0.146
C -3.564 0.753 2.331  -0.315
C -3.042 2.102 2.840  -0.037
C -2.715 -0.386 2.894  -0.053
C -2.054 0.924 -2.643  -0.354
C -2.372 -0.033 -3.794  -0.047
C -1.892 2.344 -3.202  -0.030
C -1.758 3.336 0.418  -0.100
C -3.082 3.673 0.268  -0.008
C -3.482 5.005 0.526  -0.035
C -2.597 5.971 0.933  0.009
C -1.227 5.660 1.097  -0.137
C -0.197 6.544 1.513  0.001
C 1.095 6.101 1.620  -0.045
C 1.465 4.771 1.296  0.001
C 0.487 3.906 0.888  -0.097
C -0.848 4.346 0.816  -0.077
H 3.564 1.342 4.243  0.073
H 3.332 2.898 3.435  0.076
H 4.921 2.128 3.436  0.079
H 2.427 0.987 2.114  0.086
H 5.305 0.000 1.987  0.087
H 3.945 -0.679 1.100  0.052
H 3.982 -0.767 2.878  0.076
H 5.822 2.304 1.314  0.117
H 6.252 3.801 -0.599  0.109
H 4.407 4.444 -2.084  0.112
H 0.926 3.187 -1.861  0.111
H 2.456 5.819 -2.106  0.088
H 1.235 5.483 -0.878  0.047
H 0.778 5.543 -2.582  0.087
H 3.124 4.068 -3.789  0.078
H 1.424 3.824 -4.182  0.080
H 2.437 2.451 -3.722  0.072
H -4.728 0.979 -2.953  0.117
H -6.494 0.935 -1.235  0.113
H -5.884 0.758 1.144  0.121
H -4.564 0.643 2.754  0.127
H -2.005 2.274 2.549  0.061
H -3.090 2.116 3.930  0.092
H -3.639 2.935 2.467  0.081
H -1.885 -0.638 2.234  0.027
H -3.315 -1.278 3.034  0.074
H -2.303 -0.106 3.866  0.077
H -1.094 0.619 -2.219  0.093
H -3.269 0.276 -4.335  0.085
H -2.520 -1.055 -3.446  0.062
H -1.548 -0.025 -4.511  0.065
H -2.819 2.668 -3.682  0.090
H -1.099 2.360 -3.954  0.083
H -1.643 3.073 -2.432  0.067
H -3.827 2.958 -0.048  0.101
H -4.525 5.262 0.401  0.114
H -2.946 6.979 1.122  0.122
H -0.439 7.574 1.745  0.121
H 1.866 6.790 1.938  0.115
H 2.502 4.472 1.354  0.120
N -0.937 -3.957 0.354  -0.103
P -1.684 -2.585 -0.340  1.008
C -1.805 -3.073 -2.088  -0.343
C -0.785 -2.623 -2.924  -0.125
C -0.723 -3.034 -4.248  -0.057
C -1.698 -3.881 -4.750  -0.049
C -2.708 -4.352 -3.918  -0.062
C -2.756 -3.965 -2.588  -0.081
C -3.350 -2.894 0.327  -0.345
C -3.557 -3.636 1.489  -0.106
C -4.845 -3.935 1.906  -0.070
C -5.938 -3.478 1.182  -0.062
C -5.739 -2.705 0.047  -0.062
C -4.452 -2.415 -0.378  -0.111
C 0.431 -4.094 0.413  -0.399
C 1.019 -5.320 0.742  -0.012
C 2.392 -5.390 0.802  -0.055
C 3.146 -4.255 0.523  -0.039
C 2.485 -3.087 0.209  -0.097
N 1.142 -2.996 0.166  0.025
H -1.462 -4.821 0.339  0.114
H -0.022 -1.958 -2.532  0.054
H 0.084 -2.687 -4.881  0.094
H -1.672 -4.181 -5.790  0.112
H -3.460 -5.028 -4.303  0.110
H -3.537 -4.361 -1.951  0.106
H -2.715 -3.985 2.071  0.101
H -4.994 -4.533 2.797  0.110
H -6.942 -3.723 1.501  0.110
H -6.586 -2.337 -0.518  0.113
H -4.302 -1.828 -1.278  0.104
H 0.395 -6.182 0.938  0.116
H 2.875 -6.324 1.064  0.116
H 4.226 -4.272 0.540  0.115
H 3.029 -2.185 -0.015  0.075
N 2.210 -5.890 9.278  0.174
C 1.996 -5.159 8.419  -0.171
C 1.725 -4.238 7.344  -0.220
C 1.252 -2.960 7.622  -0.004
C 0.970 -2.082 6.590  0.006
C 1.162 -2.478 5.274  -0.160
C 1.658 -3.745 4.992  0.006
C 1.931 -4.623 6.023  -0.006
N 0.830 -1.591 4.207  0.022
C 0.449 -0.265 4.305  -0.020
C 0.164 0.140 3.046  -0.149
N 0.362 -0.908 2.171  -0.028
C 0.746 -1.927 2.900  -0.106
H 1.099 -2.655 8.648  0.129
H 0.591 -1.099 6.827  0.110
H 1.849 -4.057 3.975  0.106
H 2.307 -5.613 5.806  0.128
H 0.445 0.283 5.228  0.127
H -0.177 1.105 2.719  0.101
H 0.983 -2.900 2.515  0.110
O 3.977 -0.706 -1.547  0.045
C 2.825 -0.729 -1.961  -0.591
O 1.798 -0.821 -1.180  -0.234
C 2.566 -0.759 -3.444  -0.120
C 1.303 -0.561 -3.981  -0.065
C 1.072 -0.629 -5.361  -0.008
C 2.155 -0.911 -6.153  -0.213
O 2.191 -1.053 -7.507  0.039
C 3.559 -1.316 -7.845  -0.113
O 4.303 -1.374 -6.628  0.041
C 3.419 -1.104 -5.622  -0.196
C 3.661 -1.033 -4.278  0.088
H 0.487 -0.313 -3.314  0.075
H 0.093 -0.464 -5.792  0.114
H 3.941 -0.508 -8.471  0.138
H 3.627 -2.272 -8.363  0.137
H 4.644 -1.174 -3.851  0.135